(1)
# C15H23AsN5O6ReS5

A structure of composition C15H23AsN5O6ReS5 (wB97M-V/def2-TZVPD, the Open Molecules 2025 dataset).

```
56
Properties=species:S:1:pos:R:3:lowdin_charge:R:1
Re 0.365 1.656 0.548 1.080
C 3.244 -5.072 1.446 -0.055
C 2.514 -3.829 1.878 -0.275
C 1.128 -3.743 1.786 -0.043
C 0.454 -2.605 2.202 -0.089
C 1.159 -1.523 2.722 -0.262
C 2.541 -1.607 2.840 -0.037
C 3.204 -2.745 2.408 -0.020
S 0.224 -0.081 3.252 0.564
O -1.103 -0.315 2.735 -0.356
O 0.453 -0.004 4.669 -0.284
N 0.790 1.228 2.522 -0.377
C 2.179 1.605 2.789 -0.212
C 3.043 1.229 1.583 -0.644
O 4.240 1.069 1.672 0.058
O 2.356 1.110 0.465 -0.210
H 2.731 -5.565 0.620 0.074
H 3.311 -5.789 2.268 0.082
H 4.259 -4.840 1.127 0.076
H 0.566 -4.580 1.385 0.110
H -0.624 -2.539 2.129 0.108
H 3.123 -0.798 3.255 0.105
H 4.285 -2.779 2.479 0.119
H 2.564 1.163 3.706 0.109
H 2.221 2.691 2.904 0.094
S -1.891 5.408 -1.090 -0.027
As -1.401 4.398 0.732 -0.429
S 0.799 3.943 0.792 0.115
S -1.943 2.211 0.627 0.067
S -2.099 5.319 2.452 -0.121
N -0.144 -0.424 -0.082 -0.022
C -0.026 -0.636 -1.538 -0.251
C -1.279 -1.318 -2.097 -0.129
C -2.602 -0.541 -1.894 -0.165
C -3.214 0.060 -3.162 -0.177
N -2.460 1.164 -3.728 0.087
C -2.466 2.395 -3.184 -0.467
N -3.467 2.801 -2.404 0.184
N -1.505 3.252 -3.514 0.192
C 0.289 0.680 -2.259 -0.609
O 0.424 0.657 -3.486 0.013
O 0.340 1.736 -1.548 -0.192
H 0.423 -1.093 0.430 0.074
H -1.096 -0.543 0.259 0.069
H 0.833 -1.285 -1.719 0.160
H -1.358 -2.297 -1.618 0.113
H -1.102 -1.507 -3.158 0.116
H -2.469 0.267 -1.166 0.042
H -3.349 -1.213 -1.467 0.115
H -4.239 0.388 -2.979 0.113
H -3.281 -0.704 -3.938 0.123
H -1.562 0.909 -4.133 0.123
H -4.065 2.113 -1.984 0.093
H -3.271 3.643 -1.843 -0.009
H -0.636 2.832 -3.821 0.106
H -1.408 4.048 -2.869 -0.020
```

Values from the calculation:
charge	-1
relative energy (zero: lowest compared OMol25 entry of this formula, charge and spin)	0.0000	eV
gap between HOMO and LUMO (alpha / beta)	6.71 / 6.73	eV
2S+1	4
E_LUMO (alpha / beta)	0.0740 / 0.0697	hartree

***

(2)
# C15H23BrN4O2

The molecule C15H23BrN4O2 (wB97M-V/def2-TZVPD, the Open Molecules 2025 dataset).

```
45
Properties=species:S:1:pos:R:3:lowdin_charge:R:1
C -0.064 -2.943 -2.986 -0.057
C 0.899 -1.766 -3.029 -0.203
O 0.438 -0.689 -2.208 0.016
C 0.711 -0.754 -0.918 -0.448
O 1.352 -1.624 -0.380 0.123
C 0.135 0.431 -0.179 -0.285
N -1.082 0.704 -0.377 0.102
C -1.756 1.771 0.317 -0.232
C -2.089 1.417 1.771 -0.179
C -2.972 0.171 1.841 -0.232
N -3.047 -0.365 3.190 -0.287
C -3.498 -1.741 3.190 -0.114
C -3.876 0.447 4.056 -0.111
N 1.014 1.040 0.684 0.061
N 2.386 0.800 0.661 0.024
C 3.062 0.870 -0.553 -0.269
C 2.608 1.677 -1.596 -0.023
C 3.318 1.757 -2.778 -0.122
C 4.491 1.038 -2.919 -0.693
Br 5.460 1.132 -4.558 0.707
C 4.967 0.242 -1.889 -0.126
C 4.252 0.158 -0.713 -0.020
H 0.272 -3.714 -3.673 0.078
H -0.101 -3.356 -1.981 0.076
H -1.062 -2.618 -3.271 0.081
H 1.893 -2.071 -2.686 0.124
H 0.965 -1.344 -4.034 0.126
H -1.172 2.703 0.296 0.111
H -2.687 1.941 -0.232 0.111
H -2.589 2.273 2.227 0.104
H -1.174 1.212 2.330 0.108
H -2.519 -0.591 1.202 0.111
H -3.973 0.400 1.433 0.128
H -2.815 -2.341 2.590 0.082
H -4.516 -1.858 2.787 0.086
H -3.484 -2.118 4.211 0.080
H -4.919 0.512 3.705 0.088
H -3.467 1.453 4.118 0.073
H -3.874 0.016 5.056 0.082
H 0.744 1.926 1.092 0.139
H 2.639 -0.017 1.211 0.139
H 1.689 2.234 -1.496 0.117
H 2.956 2.374 -3.586 0.104
H 5.882 -0.316 -2.012 0.102
H 4.606 -0.472 0.088 0.117
```

Values from the calculation:
relative energy (zero: lowest compared OMol25 entry of this formula, charge and spin)	0.1557	eV
gap between HOMO and LUMO	9.05	eV
E_LUMO	0.0292	hartree
SMILES string	CCOC(=O)/C(=N/CCCN(C)C)NNc1ccc(Br)cc1

***

(3)
# C15H23Cl3NO2PZr

A structure of composition C15H23Cl3NO2PZr at a distorted geometry (wB97M-V/def2-TZVPD, the Open Molecules 2025 dataset).

```
46
Properties=species:S:1:pos:R:3:lowdin_charge:R:1
C -0.297 -2.099 -3.121 -0.008
C 0.875 -1.393 -2.859 0.004
C 0.993 -0.652 -1.670 -0.274
C -0.074 -0.639 -0.776 -0.253
C -1.228 -1.390 -1.010 -0.307
C -1.335 -2.142 -2.187 0.009
C 2.266 0.062 -1.300 -0.116
C 2.085 1.333 -0.419 -0.228
N 1.880 2.492 -1.308 -0.253
Zr 0.611 -0.189 1.304 1.580
C -2.289 -1.357 0.064 -0.259
P -1.972 0.222 1.008 0.816
H 1.724 -1.400 -3.548 0.137
H -2.236 -2.738 -2.344 0.135
H -0.407 -2.636 -4.066 0.132
H -2.204 -2.204 0.766 0.103
H -3.312 -1.311 -0.331 0.113
H 2.961 -0.627 -0.778 0.135
H 2.786 0.379 -2.218 0.153
H 1.212 1.398 0.347 0.039
C -3.346 0.290 2.175 -0.232
C -2.618 1.326 -0.288 -0.222
H 3.031 1.514 0.117 0.144
C 0.605 2.502 -1.992 -0.056
C 2.172 3.752 -0.660 -0.070
H 0.192 0.191 3.186 0.115
H 0.579 3.389 -2.641 0.113
H 0.473 1.603 -2.605 0.094
H -0.264 2.568 -1.306 0.080
H 2.071 4.552 -1.403 0.107
H 1.494 3.974 0.186 0.096
H 3.201 3.733 -0.279 0.101
H -3.660 1.028 -0.475 0.077
H -2.570 2.363 0.060 0.063
H -2.048 1.230 -1.216 0.045
H -4.286 0.090 1.635 0.077
H -3.198 -0.446 2.974 0.061
H -3.367 1.299 2.608 0.065
H 0.358 0.978 2.905 0.129
Cl 0.845 -2.613 4.930 0.673
C 1.399 -3.482 3.467 -1.501
Cl 3.089 -3.963 3.590 0.700
Cl 0.349 -4.858 3.091 0.690
C 1.244 -2.400 2.362 -0.710
O 2.150 -1.504 2.155 -0.136
O 0.066 -2.227 1.870 -0.164
```

Values from the calculation:
charge	+2
gap between HOMO and LUMO	5.66	eV
E_LUMO	-0.3519	hartree

***

(4)
# C15H23Cl4F3N2O13

A cluster of 7 separate species, C15H23Cl4F3N2O13 in total at a distorted geometry (wB97M-V/def2-TZVPD, the Open Molecules 2025 dataset).

```
60
Properties=species:S:1:pos:R:3:lowdin_charge:R:1
O 0.364 -2.656 -0.489 0.153
C 0.424 -3.851 -0.475 -0.553
O 1.403 -4.592 0.066 0.041
C 1.013 -5.998 0.224 0.018
C -0.066 -6.000 -0.924 -0.356
F -1.047 -6.784 -0.541 0.098
O -0.460 -4.692 -1.066 0.151
H 1.899 -6.608 0.051 0.134
H 0.695 -6.217 1.244 0.117
H 0.223 -6.429 -1.883 0.173
O 4.117 0.739 4.099 0.119
C 3.999 -0.385 3.580 -0.597
O 2.871 -0.995 3.544 0.093
C 2.814 -1.827 2.441 -0.091
C 4.254 -2.239 2.263 -0.271
F 4.679 -2.324 1.012 0.111
O 4.887 -1.130 2.966 0.148
H 2.128 -2.648 2.650 0.095
H 2.365 -1.253 1.631 0.120
H 4.544 -3.133 2.815 0.173
O -4.521 6.159 -0.780 0.117
C -3.540 5.521 -1.222 -0.485
O -2.254 5.543 -0.862 0.091
C -1.471 4.717 -1.778 -0.095
C -2.435 4.178 -2.758 -0.382
F -2.430 2.847 -2.731 0.077
O -3.631 4.810 -2.382 0.136
H -0.528 5.087 -2.180 0.045
H -1.206 3.889 -1.120 0.119
H -2.082 4.472 -3.747 0.164
C -4.072 0.922 0.431 0.019
N -5.553 1.030 0.365 -0.414
O -6.131 1.226 -0.746 0.032
O -6.100 0.859 1.433 0.068
H -3.802 -0.088 0.741 0.038
H -3.656 1.738 1.021 0.099
H -3.674 0.971 -0.582 0.086
C 0.888 1.168 -0.437 0.053
N 0.142 1.018 0.876 -0.361
O -0.876 1.720 1.071 0.053
O 0.734 0.275 1.705 0.023
H 1.815 1.510 0.022 0.110
H 0.308 1.796 -1.114 0.033
H 0.974 0.183 -0.895 0.094
Cl 0.784 3.265 -3.275 0.706
C 2.420 3.467 -3.757 -0.689
C 2.560 4.845 -4.243 -0.609
Cl 1.948 6.037 -2.985 0.525
H 2.770 2.810 -4.553 0.093
H 3.077 3.234 -2.919 0.085
H 1.966 5.014 -5.141 0.076
H 3.614 5.046 -4.437 0.082
Cl 0.568 -4.591 4.046 0.527
C -0.891 -3.980 3.111 -0.607
C -0.924 -2.501 2.816 -0.633
Cl -2.393 -2.092 1.870 0.619
H -1.689 -4.256 3.800 0.065
H -0.927 -4.571 2.196 0.048
H -0.072 -2.291 2.170 0.026
H -0.820 -1.968 3.761 0.091
```

Values from the calculation:
gap between HOMO and LUMO	10.21	eV
E_LUMO	-0.0182	hartree
SMILES string	O=C1OC[C@@H](F)O1.O=C1OC[C@@H](F)O1.O=C1OC[C@@H](F)O1.C[N+](=O)[O-].C[N+](=O)[O-].ClCCCl.ClCCCl

***

(5)
# C15H23ClN4O4S

The molecule C15H23ClN4O4S (wB97M-V/def2-TZVPD, the Open Molecules 2025 dataset).

```
48
Properties=species:S:1:pos:R:3:lowdin_charge:R:1
C -0.019 2.231 0.295 -0.065
O -0.937 1.317 0.877 -0.158
C -2.135 1.092 0.131 -0.469
C -1.731 0.490 -1.230 -0.431
O -1.983 1.026 -2.293 0.094
N -1.004 -0.651 -1.126 0.087
C -0.404 -1.311 -2.274 -0.107
C 1.005 -0.787 -2.607 -0.245
C 1.675 -1.733 -3.609 -0.213
O 0.719 -1.990 -4.634 -0.061
N 1.758 -0.674 -1.360 0.121
C 3.091 -0.801 -1.168 -0.471
O 3.897 -1.032 -2.051 0.054
C 3.565 -0.621 0.275 -0.032
C 2.524 -0.681 1.347 -0.317
C 1.722 -1.776 1.735 -0.033
C 0.946 -1.272 2.750 -0.705
Cl -0.253 -2.026 3.708 0.726
N 1.289 0.017 2.936 -0.198
C 0.726 0.961 3.879 -0.024
N 2.260 0.388 2.086 0.133
C -2.982 0.124 0.986 -0.146
C -4.140 0.886 1.654 -0.449
S -3.740 2.650 1.557 0.873
C -2.953 2.368 -0.044 -0.393
H 0.853 2.251 0.944 0.077
H 0.297 1.911 -0.704 0.093
H -0.430 3.240 0.223 0.087
H -0.825 -1.012 -0.203 0.134
H -0.363 -2.385 -2.080 0.136
H -1.049 -1.154 -3.135 0.126
H 0.908 0.201 -3.071 0.158
H 2.576 -1.280 -4.016 0.114
H 1.963 -2.657 -3.099 0.128
H 1.159 -2.470 -5.341 0.091
H 1.220 -0.390 -0.557 0.099
H 4.329 -1.384 0.430 0.128
H 4.070 0.344 0.324 0.129
H 1.719 -2.779 1.343 0.114
H 0.843 0.593 4.897 0.085
H 1.272 1.893 3.762 0.093
H -0.328 1.129 3.663 0.083
H -3.379 -0.690 0.378 0.123
H -2.328 -0.317 1.739 0.105
H -5.078 0.706 1.129 0.073
H -4.274 0.603 2.696 0.072
H -2.348 3.227 -0.323 0.079
H -3.704 2.226 -0.821 0.098
```

Values from the calculation:
relative energy (zero: lowest compared OMol25 entry of this formula, charge and spin)	0.6258	eV
gap between HOMO and LUMO	9.13	eV
E_LUMO	0.0156	hartree
SMILES string	CO[C@@]1(C(=O)NC[C@H](CO)NC(=O)Cc2cc(Cl)n(C)n2)CCSC1